An isolated molecule of C5H4S at a distorted geometry. Source: OMol25; level of theory: the ωB97M-V functional and the def2-TZVPD basis.

Element x y z (Å)
C -0.37 -1.12 -0.46
H -0.93 -1.25 1.65
H 0.71 -0.24 -2.16
H -0.65 -2.14 -0.80
H -0.15 1.34 1.91
C -0.56 -0.60 0.88
S 1.27 2.41 -0.64
C 0.47 1.02 -0.25
C -0.10 0.69 1.02
C 0.30 -0.12 -1.16

Properties
structure (SMILES)	S=C1C=CC=C1
E	-16083.0315	eV
Kohn-Sham gap	0.263	Eh
spin multiplicity	1
energy above the lowest of the compared OMol25 structures with the same formula, charge and spin	28.79	kJ/mol
HOMO energy	-0.330	Ha
net charge	0